Below is 13 unconnected molecules or ions with the total composition C23H30Cl36O2P at a distorted geometry, with properties calculated with ωB97M-V with the def2-TZVPD basis set.

Each line ends with the Löwdin charge.
Positions of all 92 atoms, in Å:
1 C 1.5130 0.5232 -0.3627  -0.126
2 C 2.1287 0.0654 -1.7673  -0.219
3 C 1.1269 0.3553 -2.9659  -0.218
4 O 0.5957 1.6878 -2.8633  -0.204
5 C -0.6955 1.8143 -3.4406  -0.348
6 P -1.6558 3.1234 -2.5154  1.169
7 C -1.9095 2.7846 -0.6924  -0.352
8 O -3.2428 2.3775 -0.3620  -0.122
9 C -3.6168 1.2094 -1.0480  -0.267
10 C -5.0251 1.1285 -1.4797  0.006
11 C -5.4575 -0.0628 -2.2292  -0.240
12 C -4.5379 -1.1682 -2.5634  -0.099
13 C -3.1299 -1.1033 -2.1065  -0.148
14 C -2.7306 0.0904 -1.3573  -0.037
15 H 0.4161 0.6932 -0.5668  0.018
16 H 1.9921 1.4483 0.0362  0.023
17 H 1.5481 -0.3028 0.3953  0.079
18 H 3.0891 0.6433 -1.8822  0.087
19 H 2.3326 -1.0355 -1.7058  0.014
20 H 0.3541 -0.4585 -2.9545  0.123
21 H 1.7429 0.2319 -3.8980  0.089
22 H -0.5445 2.2266 -4.4890  0.122
23 H -1.2507 0.8481 -3.5794  0.107
24 H -0.8571 4.3103 -2.5909  0.054
25 H -2.8810 3.4658 -3.1704  0.063
26 H -1.7670 3.7692 -0.1565  0.126
27 H -1.1455 2.0897 -0.2414  0.014
28 H -5.7448 1.9495 -1.2347  0.126
29 H -6.5371 -0.1282 -2.5684  -0.001
30 H -4.8628 -2.0546 -3.1555  0.066
31 H -2.3462 -1.9241 -2.3301  -0.012
32 H -1.6686 0.1560 -1.0155  0.090
33 C 5.3940 0.6096 1.2167  -1.472
34 Cl 5.5853 0.1944 -0.4926  0.533
35 Cl 4.1994 1.9015 1.4129  0.574
36 Cl 4.9291 -0.8094 2.1600  0.527
37 H 6.3476 0.9702 1.5891  0.025
38 C -1.6808 -4.5083 -4.2049  -1.453
39 Cl -0.0027 -4.1697 -3.7740  0.502
40 Cl -2.2086 -6.0456 -3.5210  0.546
41 Cl -2.7363 -3.1924 -3.6511  0.671
42 H -1.7459 -4.5743 -5.2867  0.024
43 C 0.8281 1.9349 3.0043  -1.517
44 Cl -0.6054 1.5460 2.0398  0.606
45 Cl 0.8793 3.6631 3.3703  0.564
46 Cl 0.8524 0.9843 4.4884  0.565
47 H 1.7096 1.6825 2.4221  -0.055
48 C -7.1988 1.4223 -5.7390  -1.483
49 Cl -7.9546 2.9895 -5.4350  0.536
50 Cl -5.9023 1.5762 -6.9311  0.523
51 Cl -6.5738 0.7273 -4.2265  0.681
52 H -7.9527 0.7512 -6.1391  0.020
53 C -5.5064 -7.8738 -1.4508  -1.549
54 Cl -6.4277 -8.5826 -0.1219  0.532
55 Cl -4.8706 -6.2887 -0.9925  0.496
56 Cl -4.1931 -8.9501 -1.9420  0.516
57 H -6.1736 -7.7420 -2.2964  0.014
58 C 3.5509 5.4122 5.3477  -1.577
59 Cl 2.7888 6.9788 5.6437  0.523
60 Cl 4.8736 5.5737 4.1861  0.522
61 Cl 4.1338 4.7065 6.8590  0.511
62 H 2.8062 4.7457 4.9234  -0.066
63 C 3.7052 -3.6199 -2.2311  -1.483
64 Cl 4.9927 -4.7499 -2.6669  0.577
65 Cl 4.2841 -2.4398 -1.0499  0.487
66 Cl 3.0810 -2.8019 -3.6726  0.513
67 H 2.8940 -4.1835 -1.7804  -0.041
68 C 2.6864 -0.7807 -7.0669  -1.538
69 Cl 1.2169 -1.3071 -6.2264  0.503
70 Cl 3.9730 -1.9730 -6.8722  0.530
71 Cl 2.3533 -0.4974 -8.7771  0.544
72 H 3.0165 0.1539 -6.6241  0.014
73 C 0.8029 -4.3209 1.1252  -1.532
74 Cl -0.6546 -4.8471 1.9705  0.546
75 Cl 2.0954 -5.5100 1.3076  0.547
76 Cl 0.4593 -4.0382 -0.5891  0.504
77 H 1.1348 -3.3857 1.5654  0.010
78 C 0.7468 4.5788 9.0742  -1.522
79 Cl 0.8591 4.2554 7.3405  0.499
80 Cl -0.3980 5.8874 9.3891  0.545
81 Cl 0.2767 3.1191 9.9498  0.537
82 H 1.7254 4.8892 9.4275  0.018
83 C 7.6451 -4.4836 0.0042  -1.545
84 Cl 6.5420 -3.3437 0.7845  0.461
85 Cl 9.3256 -4.0519 0.3382  0.536
86 Cl 7.3091 -6.1352 0.5343  0.529
87 H 7.4859 -4.4308 -1.0683  -0.016
88 C -1.9813 5.8839 12.7140  -1.568
89 Cl -0.2768 6.1416 13.1023  0.506
90 Cl -2.5355 4.3301 13.3474  0.520
91 Cl -2.9708 7.2032 13.3488  0.525
92 H -2.0857 5.8682 11.6342  -0.037

Calculated values
Highest occupied orbital energy (eV): -11.8
LUMO (eV): -2.7
Total charge: +1


Below is 2 unconnected molecules or ions with the total composition C23H30F8N5O7 at a distorted geometry, with properties calculated with ωB97M-V with the def2-TZVPD basis set.

Each line ends with the Löwdin charge.
Positions of all 73 atoms, in Å:
1 C -4.5489 -1.1352 1.5888  -0.086
2 C -4.3069 -0.0585 0.4332  -0.221
3 N -3.3764 -0.4572 -0.6075  0.001
4 N -1.9858 -0.2800 -0.4148  -0.195
5 C -1.3945 -1.6410 -0.7995  -0.010
6 C -1.9346 -2.8274 0.0703  -0.364
7 C -1.1113 -3.3293 1.3169  -0.045
8 N -3.0198 -3.4612 -0.1639  0.141
9 C -1.5132 0.1703 0.9069  -0.005
10 C 0.0474 0.5281 0.9493  -0.415
11 F 0.8618 -0.6118 1.1190  0.038
12 C 0.1994 1.3231 2.3261  -0.082
13 C 1.7256 1.6050 2.6502  -0.141
14 C 2.2079 0.9386 4.0135  -0.219
15 N 2.8878 -0.3599 3.8096  -0.091
16 C 4.2523 -0.2020 3.2633  -0.171
17 C 4.3416 -1.0983 1.9731  -0.122
18 C 3.9023 -2.4995 1.9445  -0.055
19 C 3.9490 -3.2986 0.7350  -0.100
20 C 4.4420 -2.7537 -0.5249  -0.064
21 C 4.9251 -1.3734 -0.5161  0.001
22 C 4.8733 -0.5824 0.7026  -0.231
23 O 5.3506 0.7532 0.6901  -0.018
24 O 0.4629 1.4291 -0.0227  0.034
25 C -0.1207 1.2629 -1.3244  -0.189
26 C 0.8824 0.2671 -2.1057  -0.610
27 O 0.4776 -0.4868 -3.0150  -0.026
28 O 2.1152 0.2088 -1.7438  -0.033
29 C 0.1005 2.6876 -2.0041  -0.284
30 F 1.4229 2.9645 -2.2107  0.149
31 F -0.3070 3.6198 -1.0247  0.081
32 C -0.7673 2.9530 -3.2644  -0.259
33 F -0.4064 4.2382 -3.6995  0.096
34 F -2.1028 3.0748 -2.9859  0.130
35 C -0.4953 2.0548 -4.5536  -0.439
36 F 0.8244 1.8075 -4.7588  0.163
37 F -1.2817 0.9603 -4.6360  0.157
38 F -0.8700 2.8498 -5.6262  0.117
39 C -1.5818 0.7750 -1.4051  0.002
40 H -3.6056 -1.5772 1.9841  0.046
41 H -5.0922 -0.6303 2.4300  0.075
42 H -5.2231 -1.9324 1.1750  0.077
43 H -4.1611 0.9765 0.8660  0.117
44 H -5.3187 0.0164 -0.0611  0.137
45 H -3.6900 -0.2778 -1.5622  0.148
46 H -1.7396 -1.8241 -1.8502  0.151
47 H -0.2814 -1.6664 -0.7686  0.143
48 H -0.2320 -3.9555 1.0253  0.086
49 H -1.7861 -3.8980 2.0097  0.080
50 H -0.7031 -2.4736 1.9248  0.057
51 H -3.4313 -3.0322 -1.0104  0.062
52 H -1.9837 1.1234 1.2730  0.154
53 H -1.6447 -0.5773 1.7346  0.131
54 H -0.3352 0.7951 3.1557  0.118
55 H -0.2895 2.3191 2.1266  0.131
56 H 1.8630 2.7178 2.7676  0.115
57 H 2.3528 1.2983 1.7745  0.119
58 H 1.2654 0.6995 4.5906  0.105
59 H 2.8286 1.6562 4.6018  0.112
60 H 2.2796 -0.8680 3.1618  0.079
61 H 5.0493 -0.4646 4.0084  0.118
62 H 4.3820 0.8517 2.8833  0.109
63 H 3.5274 -2.9031 2.9194  0.105
64 H 3.5741 -4.3425 0.7934  0.086
65 H 4.4340 -3.3893 -1.4327  0.097
66 H 5.3186 -0.9693 -1.4731  0.116
67 H 6.2223 0.6772 1.1200  0.107
68 H -1.7492 0.3258 -2.4199  0.151
69 H -2.2708 1.6450 -1.2040  0.169
70 N -4.6723 2.4191 -4.4116  -0.648
71 O -4.8326 1.9125 -5.5348  -0.073
72 O -4.6175 1.6807 -3.3897  -0.140
73 O -4.5651 3.6517 -4.2923  -0.075

Calculated values
Highest occupied orbital energy (eV): -4.9
LUMO (eV): 1.9
Total charge: -1


Below is a molecular structure, C23H30FN2O6PtS2, with properties calculated with ωB97M-V with the def2-TZVPD basis set.

Each line ends with the natural charge from an NBO analysis.
Positions of all 65 atoms, in Å:
1 Pt 0.8756 1.8045 0.6595  1.474
2 C 2.7530 3.9239 -0.6046  -0.248
3 O 2.1908 3.4157 0.6500  -0.537
4 C 3.1652 3.2258 1.7271  -0.110
5 C 2.3533 2.8843 2.9611  -0.102
6 O 1.4777 1.7578 2.6204  -0.529
7 C 1.7740 0.4122 3.1769  -0.078
8 C 2.9440 -0.2050 2.4755  -0.116
9 O 2.6051 -0.3728 1.1200  -0.589
10 C 3.5869 -1.1424 0.4035  -0.255
11 H 3.2137 4.8821 -0.3773  0.229
12 H 3.4761 3.2141 -0.9984  0.221
13 H 1.9202 4.0468 -1.2875  0.226
14 H 3.8547 2.4310 1.4358  0.215
15 H 3.7113 4.1576 1.8748  0.255
16 H 2.9685 2.5841 3.8064  0.253
17 H 1.6929 3.6993 3.2501  0.240
18 H 1.9790 0.5736 4.2346  0.241
19 H 0.8412 -0.1334 3.0600  0.238
20 H 3.8445 0.4139 2.5851  0.188
21 H 3.1511 -1.1545 2.9867  0.234
22 H 3.7486 -2.0966 0.9068  0.206
23 H 3.2035 -1.3114 -0.5988  0.208
24 H 4.5289 -0.5944 0.3402  0.197
25 C 0.0487 -4.9632 -2.4924  -0.631
26 C -1.0288 -3.9408 -2.8231  -0.022
27 C -2.4450 -4.4858 -2.7697  -0.416
28 C -2.8098 -4.9199 -1.3602  -0.444
29 C -2.5468 -3.8099 -0.3843  0.006
30 C -3.2072 -3.7616 0.8194  -0.192
31 C -2.9845 -2.7166 1.7202  0.443
32 F -3.6520 -2.7341 2.8574  -0.275
33 C -2.1155 -1.6814 1.4514  -0.255
34 C -1.4209 -1.7048 0.2354  -0.137
35 C -0.4998 -0.6574 -0.1110  0.483
36 O -0.4216 0.3209 0.7661  -0.647
37 C 0.1927 -0.7233 -1.3143  -0.352
38 C -0.0448 -1.8182 -2.1571  0.193
39 N -0.9054 -2.7768 -1.8676  -0.278
40 C -1.6261 -2.7678 -0.6742  0.240
41 C 1.2145 0.2253 -1.7904  0.777
42 O 1.9907 0.0439 -2.6720  -0.473
43 O 1.3172 1.4519 -1.1445  -0.680
44 H -0.0484 -5.8154 -3.1640  0.258
45 H -0.0380 -5.3256 -1.4678  0.221
46 H 1.0456 -4.5436 -2.6279  0.227
47 H -0.8474 -3.5061 -3.8059  0.232
48 H -2.5101 -5.3270 -3.4584  0.261
49 H -3.1429 -3.7250 -3.1268  0.227
50 H -2.2426 -5.8075 -1.0686  0.248
51 H -3.8620 -5.1987 -1.3127  0.260
52 H -3.9219 -4.5313 1.0839  0.266
53 H -1.9813 -0.8772 2.1584  0.247
54 H 0.4974 -1.8907 -3.0926  0.264
55 S -0.8028 2.9584 1.7889  0.271
56 C -1.6383 3.8128 0.5415  -0.052
57 N -2.5753 4.6739 0.8277  -0.490
58 C -3.3397 5.2230 -0.3101  -0.234
59 C -2.4971 4.9569 -1.5588  -0.518
60 S -1.3708 3.5713 -1.1332  0.411
61 H -2.8472 4.8896 1.7801  0.452
62 H -3.4902 6.2889 -0.1534  0.264
63 H -4.3096 4.7272 -0.3475  0.246
64 H -1.8874 5.8089 -1.8483  0.261
65 H -3.1056 4.6407 -2.4017  0.281

Calculated values
Energy relative to the best compared isomer or geometry (same formula, charge and spin) (eV): 0.896
Highest occupied orbital energy (eV): -16.6
LUMO (eV): -11.7
Total charge: +3


Below is C23H30FN3O in the gas phase, with properties calculated with ωB97M-V with the def2-TZVPD basis set.

Each line ends with the natural charge from an NBO analysis.
Positions of all 58 atoms, in Å:
1 C -8.2196 -2.6938 0.6895  -0.250
2 O -7.3853 -2.4396 -0.4112  -0.496
3 C -6.3102 -1.6107 -0.2306  0.271
4 C -5.9607 -0.9986 0.9666  -0.306
5 C -4.8526 -0.1749 1.0296  -0.169
6 C -4.0470 0.0595 -0.0851  0.132
7 C -4.4085 -0.5646 -1.2822  -0.241
8 C -5.5197 -1.3777 -1.3527  -0.237
9 H -5.7915 -1.8567 -2.2803  0.222
10 H -3.8150 -0.4284 -2.1724  0.213
11 N -2.9733 0.9455 0.0152  -0.451
12 C -2.3295 1.4173 -1.1908  -0.238
13 C -1.5799 2.7247 -0.8828  -0.216
14 N -0.6083 2.6093 0.1895  -0.452
15 C -1.2881 2.0740 1.3524  -0.221
16 H -0.5924 1.9684 2.1830  0.203
17 C -2.0051 0.7465 1.0759  -0.230
18 H -2.5070 0.4021 1.9789  0.210
19 H -1.2665 -0.0200 0.7810  0.165
20 H -2.0425 2.8150 1.6374  0.202
21 C 0.6568 2.0090 -0.2382  -0.051
22 C 1.5091 3.1062 -0.8909  -0.388
23 C 2.8438 2.5290 -1.3435  -0.407
24 C 3.5527 1.8767 -0.1651  -0.225
25 N 2.7067 0.8392 0.3949  -0.442
26 C 1.4696 1.3988 0.9074  -0.218
27 H 0.9127 0.5809 1.3701  0.200
28 H 1.6600 2.1730 1.6730  0.167
29 C 3.4120 0.0643 1.4013  -0.227
30 C 4.5157 -0.7507 0.7827  -0.055
31 C 4.2763 -1.4439 -0.3989  -0.180
32 C 5.2671 -2.2079 -0.9850  -0.279
33 C 6.5038 -2.2765 -0.3686  0.396
34 C 6.7710 -1.6012 0.8068  -0.283
35 C 5.7679 -0.8352 1.3753  -0.183
36 H 5.9655 -0.2986 2.2919  0.213
37 H 7.7473 -1.6750 1.2592  0.229
38 F 7.4788 -3.0229 -0.9330  -0.327
39 H 5.0954 -2.7475 -1.9030  0.229
40 H 3.3039 -1.3648 -0.8587  0.229
41 H 3.8229 0.7049 2.2028  0.171
42 H 2.6915 -0.6213 1.8618  0.208
43 H 4.4870 1.4162 -0.4950  0.213
44 H 3.7960 2.6446 0.5932  0.159
45 H 2.6738 1.7742 -2.1132  0.202
46 H 3.4743 3.3135 -1.7646  0.211
47 H 0.9846 3.5432 -1.7404  0.206
48 H 1.6692 3.8977 -0.1565  0.203
49 H 0.4977 1.2064 -0.9772  0.176
50 H -1.0868 3.0780 -1.7884  0.201
51 H -2.3122 3.4769 -0.5743  0.201
52 H -3.0904 1.6269 -1.9439  0.214
53 H -1.6256 0.6707 -1.5973  0.167
54 H -4.6230 0.3084 1.9673  0.201
55 H -6.5482 -1.1442 1.8598  0.217
56 H -7.6759 -3.1849 1.5040  0.173
57 H -8.6829 -1.7753 1.0661  0.173
58 H -8.9969 -3.3630 0.3233  0.199

Calculated values
Structure (SMILES): COc1ccc(N2CCN([C@H]3CCCN(Cc4ccc(F)cc4)C3)CC2)cc1
Energy relative to the best compared isomer or geometry (same formula, charge and spin) (eV): 0.000
Highest occupied orbital energy (eV): -7.4
LUMO (eV): 0.8
Total charge: 0


Which value of LUMO does entry 4 give? 0.8 eV


Look up the highest occupied orbital energy of the fourth one. -7.4 eV


What is the total charge in the third record? +3


The highest highest occupied orbital energy belongs to which entry? C23H30F8N5O7